1.
20
Properties=species:S:1:pos:R:3 method="wB97M-V/def2-TZVPD" total_energy_ha=-1181.394211 de_lowest_kj_mol=213.3 smiles="CCC[C@H](S)[C@@]1(S)OC1=O" homo_lumo_gap_ev=10.1
S 0.87634 2.05981 -1.00236
O 2.45269 -2.13189 -1.00089
H -3.13700 -1.43550 0.08486
H -1.88019 1.31680 -0.32444
C 2.14938 -0.04950 0.31422
C 2.42698 -1.34041 -0.13910
H 3.88398 0.60154 1.71482
C 0.72136 0.60486 0.09792
S 3.39455 1.21535 0.61738
H -0.60706 -0.62039 -1.19681
C -1.80225 0.31147 0.23294
H -0.26889 -1.31568 0.35120
H -1.71190 0.38623 1.32162
H -3.90518 0.25585 0.14713
H -3.30586 -0.50831 -1.18717
O 2.27504 -1.23075 1.19265
H 1.52010 1.45123 -1.89617
C -0.46840 -0.36280 -0.17299
C -3.12586 -0.36793 -0.15844
H 0.51217 1.16002 1.00363



2.
19
Properties=species:S:1:pos:R:3 method="wB97M-V/def2-TZVPD" total_energy_ha=-460.279281 de_lowest_kj_mol=186.8 smiles="C=CC1(OC)OCCO1" homo_lumo_gap_ev=11.0
H -2.43415 -1.05665 0.98459
H 1.73207 0.71221 -1.78436
C 2.00335 0.11534 -0.90449
H 3.06920 0.20889 -0.70387
C -0.63556 -0.26698 1.69498
C -1.29676 1.60542 -0.54625
C 1.52072 -1.34440 -1.06560
H -1.83370 1.67092 0.40507
H 1.13853 -1.54570 -2.07232
O -0.77693 0.31059 -0.75156
H -2.30447 -0.79801 2.80526
H 2.28249 -2.08131 -0.80167
C 0.12260 -0.14827 0.22553
H -0.01300 0.08222 2.50086
H -0.50037 2.35823 -0.55769
O 1.29560 0.58323 0.23787
H -1.98608 1.77555 -1.37135
C -1.85321 -0.73126 1.82831
O 0.46964 -1.45000 -0.12332